[1]
Density functional theory data (ωB97M-V/def2-TZVPD) for an isolated molecule of C4H7NO.

HOMO energy	-9.2	eV
HOMO-LUMO gap	10.29	eV
F_max	0.014	Eh/bohr
DFT total energy	-286.53349	Eh

Atoms and positions in Å:
1 O 1.53853 -1.21292 2.41803
2 C 0.99734 -1.11733 1.34225
3 C -0.21495 -0.23731 1.08235
4 N 0.09371 0.56703 -0.07986
5 C 0.12678 0.14972 -1.45813
6 C -0.76929 1.25297 -1.00026
7 H 1.34746 -1.71837 0.47600
8 H -0.30783 0.42345 1.95629
9 H -1.11646 -0.88560 1.02135
10 H -0.37781 -0.76821 -1.76848
11 H 1.05943 0.35751 -1.98530
12 H -0.50209 2.29510 -1.16981
13 H -1.84303 1.05303 -1.05159

[2]
Density functional theory data (ωB97M-V/def2-TZVPD) for C4H5NO2 as an isolated structure at a distorted geometry.

HOMO energy	-9.8	eV
HOMO-LUMO gap	10.29	eV
F_max	0.066	Eh/bohr
DFT total energy	-360.56291	Eh

Atoms and positions in Å:
1 O -1.03681 2.43593 -0.28272
2 C -0.64757 1.32737 -0.15896
3 C -1.06799 0.01609 0.26964
4 C -0.27674 -1.10461 -0.36988
5 N 1.01217 -0.96024 0.33694
6 C 1.58814 0.18178 0.10137
7 O 1.01092 1.19780 -0.48208
8 H -0.15842 -0.30782 1.24861
9 H -2.15076 -0.07054 0.39921
10 H -0.14954 -1.05188 -1.45337
11 H -0.70498 -2.07680 -0.10752
12 H 2.59397 0.38271 0.49069

[3]
Density functional theory data (ωB97M-V/def2-TZVPD) for an isolated molecule of C5H10O2.

HOMO energy	-9.5	eV
HOMO-LUMO gap	10.41	eV
F_max	0.009	Eh/bohr
DFT total energy	-346.95901	Eh

Atoms and positions in Å:
1 C 2.56923 -0.16533 0.51227
2 O 1.54437 0.03357 -0.43076
3 C 0.34345 -0.63138 -0.10662
4 C -0.84311 0.21038 -0.58569
5 C -2.17454 -0.49430 -0.36369
6 C -0.79432 1.55696 0.10886
7 O -1.72431 2.04961 0.70405
8 H 2.27941 0.22643 1.50039
9 H 3.44646 0.37921 0.15462
10 H 2.82979 -1.22849 0.61947
11 H 0.26262 -0.78292 0.98312
12 H 0.31543 -1.62470 -0.58126
13 H -0.68563 0.40659 -1.65743
14 H -3.00537 0.14401 -0.67344
15 H -2.22439 -1.43006 -0.92950
16 H -2.32332 -0.72379 0.69699
17 H 0.18423 2.07420 0.04860

[4]
Density functional theory data (ωB97M-V/def2-TZVPD) for a 20-piece molecular cluster, C40H126N6O26 overall at a distorted geometry.

HOMO energy	-7.8	eV
HOMO-LUMO gap	7.63	eV
F_max	0.063	Eh/bohr
DFT total energy	-3883.84635	Eh

Atoms and positions in Å:
1 C -8.72803 -1.82307 0.36653
2 O -7.58156 -0.96402 0.73229
3 C -6.31727 -1.36670 0.23186
4 C -5.34083 -0.23599 -0.07747
5 N -5.08975 0.46125 1.17323
6 C -3.90230 1.40828 1.23134
7 C -3.80443 2.32401 0.01194
8 O -4.40693 3.56132 0.37839
9 C -5.69204 3.65205 -0.15105
10 H -8.71772 -2.08929 -0.69041
11 H -9.70371 -1.48259 0.71326
12 H -8.70782 -2.75662 0.92882
13 H -6.47941 -2.02007 -0.62542
14 H -5.98180 -2.11729 0.94751
15 H -5.78952 0.38765 -0.85068
16 H -4.37692 -0.60675 -0.42607
17 H -5.88379 0.91798 1.59869
18 H -3.00029 0.79645 1.24282
19 H -4.05370 1.98187 2.14576
20 H -4.05024 1.99718 -0.99843
21 H -2.75190 2.56713 -0.13353
22 H -6.24739 4.57718 0.00337
23 H -6.17053 2.88840 0.46213
24 H -5.89246 3.26423 -1.14980
25 C 0.50292 7.84773 1.66397
26 O 0.96838 7.37216 0.43067
27 C 1.91341 8.26387 -0.21085
28 C 2.03167 7.60726 -1.61802
29 N 0.75626 7.44597 -2.40255
30 C 0.17106 8.76419 -2.79677
31 C -0.94898 8.54509 -3.86380
32 O -1.77746 9.73711 -3.95063
33 C -2.40942 9.79547 -5.20274
34 H -0.13193 8.71249 1.47097
35 H 1.21130 8.11202 2.44911
36 H -0.14658 7.15140 2.19442
37 H 2.92015 8.44274 0.16673
38 H 1.55272 9.28581 -0.32758
39 H 2.57822 6.68287 -1.43128
40 H 2.86137 7.98513 -2.21544
41 H 0.17666 7.05041 -1.67612
42 H 0.88697 9.48109 -3.19881
43 H -0.24442 9.24424 -1.91076
44 H -1.53989 7.63760 -3.73977
45 H -0.28988 8.19751 -4.65934
46 H -1.69790 9.85996 -6.02595
47 H -2.98288 10.72189 -5.17142
48 H -3.07920 8.93997 -5.29000
49 C -0.58817 -8.26522 7.28570
50 O 0.34932 -7.14558 7.17379
51 C 1.78754 -7.27833 7.27513
52 C 2.49158 -8.03025 6.12413
53 N 2.60733 -7.19217 4.87165
54 C 1.28137 -7.05117 4.11863
55 C 1.67987 -6.61749 2.66433
56 O 2.00631 -7.73787 1.94719
57 C 2.56095 -7.36654 0.66113
58 H -0.40670 -8.99265 6.49449
59 H -1.64133 -7.98494 7.26566
60 H -0.41405 -8.82762 8.20303
61 H 2.02101 -7.84426 8.17696
62 H 2.33364 -6.35765 7.48063
63 H 2.07796 -9.02559 5.96193
64 H 3.52499 -8.21062 6.42017
65 H 3.15633 -7.59104 4.12359
66 H 0.72133 -6.26719 4.62835
67 H 0.67424 -7.95523 4.07232
68 H 2.46511 -5.86565 2.58531
69 H 0.89179 -6.05311 2.16584
70 H 1.99678 -6.72300 -0.01391
71 H 2.83208 -8.20720 0.02247
72 H 3.42920 -6.81155 1.01640
73 C 3.33992 -3.29572 2.49420
74 O 2.11771 -2.68596 2.69029
75 C 1.49179 -3.03664 3.86927
76 C 0.14797 -2.37327 3.73094
77 N 0.24080 -0.95553 4.00314
78 C -0.77321 -0.24191 3.29849
79 C -0.32158 1.16747 3.16152
80 O -1.26980 1.96183 2.42107
81 C -1.01053 3.42773 2.36101
82 H 3.48107 -3.34919 1.41470
83 H 3.58644 -4.21597 3.02379
84 H 4.15822 -2.64759 2.80789
85 H 2.01357 -2.59980 4.72076
86 H 1.34549 -4.11652 3.84591
87 H -0.57047 -2.79270 4.43521
88 H -0.11568 -2.63282 2.70565
89 H 1.11439 -0.61229 3.63015
90 H -1.71034 -0.24877 3.85513
91 H -1.21117 -0.57607 2.35794
92 H 0.65836 1.11966 2.68660
93 H -0.09521 1.60521 4.13375
94 H -0.15486 3.60142 1.70852
95 H -0.94077 3.79630 3.38444
96 H -1.86614 3.90862 1.88689
97 C 0.67667 -3.52300 -0.41401
98 O -0.09612 -2.52398 -1.00077
99 C 0.12305 -1.18025 -0.52756
100 C -0.95916 -0.15584 -1.02000
101 N -0.93128 0.21719 -2.41943
102 C 0.07387 1.15848 -2.80985
103 C -0.21319 2.58138 -2.32821
104 O -1.46284 3.02632 -2.76147
105 C -1.73833 4.47742 -2.60294
106 H 0.75789 -3.33635 0.65682
107 H 1.61903 -3.48407 -0.96039
108 H 0.17753 -4.49102 -0.45773
109 H 1.10286 -0.74406 -0.72203
110 H 0.10325 -1.22193 0.56147
111 H -1.02187 0.68605 -0.33052
112 H -1.94142 -0.62730 -0.98837
113 H -1.88355 0.41712 -2.69016
114 H 0.20616 1.07574 -3.88863
115 H 1.03567 0.97109 -2.33244
116 H 0.62539 3.17860 -2.68630
117 H -0.16520 2.62071 -1.23998
118 H -2.61439 4.71731 -3.20549
119 H -0.90259 5.06583 -2.98162
120 H -1.87275 4.93965 -1.62501
121 C 6.42330 -0.90772 -0.86767
122 O 5.27965 -0.85452 0.02175
123 C 4.96986 0.42588 0.54386
124 C 3.78853 0.30143 1.57075
125 N 3.60605 1.47037 2.47159
126 C 4.36747 1.40871 3.78708
127 C 3.60300 0.58511 4.88463
128 O 4.44441 0.50674 5.98675
129 C 3.85171 -0.27685 7.07570
130 H 6.65056 -1.95355 -1.07424
131 H 7.21222 -0.16119 -0.77601
132 H 6.00066 -0.56264 -1.81128
133 H 4.67155 1.18241 -0.18194
134 H 5.83966 0.81972 1.06964
135 H 4.04969 -0.48154 2.28267
136 H 2.88873 0.05257 1.00815
137 H 3.94661 2.33577 2.07761
138 H 4.51417 2.44332 4.09719
139 H 5.30705 0.89631 3.58038
140 H 3.30875 -0.39322 4.50462
141 H 2.65217 1.05097 5.14345
142 H 2.80119 -0.10218 7.30809
143 H 4.51027 0.15261 7.83064
144 H 4.17503 -1.30664 6.92368
145 O 3.43358 0.87341 -2.81525
146 H 4.28101 1.12833 -2.45043
147 H 3.55105 0.93815 -3.76301
148 O 1.22152 2.29946 -6.29790
149 H 0.27758 2.45624 -6.27280
150 H 1.30506 1.34848 -6.36790
151 O -4.34062 4.65371 -5.43104
152 H -5.24478 4.94809 -5.54084
153 H -4.05574 4.41895 -6.31420
154 O -1.63000 1.90911 -5.50303
155 H -2.21188 2.47338 -4.99388
156 H -1.97664 1.02652 -5.37225
157 O -1.86409 -3.63163 0.94939
158 H -1.76197 -3.72726 0.00247
159 H -2.76606 -3.33258 1.06451
160 O -0.82028 -4.76925 -3.13010
161 H -1.30338 -5.29973 -2.49650
162 H 0.09537 -5.01701 -3.00194
163 O -2.79073 -2.55197 -3.21576
164 H -3.11987 -1.65872 -3.11575
165 H -3.20798 -3.04219 -2.50736
166 O -0.08971 -2.07989 -3.80226
167 H 0.77641 -1.91938 -4.17683
168 H -0.23890 -1.33804 -3.21605
169 O -3.64560 0.20033 -2.99504
170 H -3.87732 1.10407 -2.78106
171 H -4.07639 0.03422 -3.83352
172 O 3.92430 -2.24583 -2.06861
173 H 4.24010 -1.79472 -1.28566
174 H 3.16392 -1.73638 -2.34883
175 O 2.27600 -4.76681 -3.07784
176 H 2.81063 -5.39502 -3.56337
177 H 2.86610 -4.41342 -2.41218
178 O -4.79573 2.69497 -3.56953
179 H -4.36489 3.29475 -4.17853
180 H -5.49017 2.28622 -4.08619
181 C 2.48722 5.25430 -4.76031
182 C 3.77508 4.46410 -4.99953
183 O 4.72645 5.21064 -5.74043
184 H 2.01918 5.56141 -5.69557
185 H 2.52468 6.17489 -4.17789
186 H 1.90585 4.58262 -4.12868
187 H 3.39795 3.65618 -5.62655
188 H 4.29545 4.20300 -4.07805
189 H 5.05231 5.94503 -5.21498
190 C -1.31580 -8.29271 -0.55850
191 C -1.93869 -6.96477 -0.28777
192 O -2.30197 -6.31037 -1.51970
193 H -0.37385 -8.37206 -1.10121
194 H -1.96645 -9.02970 -1.02923
195 H -1.04891 -8.81483 0.36034
196 H -1.45893 -6.23421 0.36354
197 H -2.85438 -7.25389 0.22802
198 H -3.14272 -6.63721 -1.84819

[5]
Density functional theory data (ωB97M-V/def2-TZVPD) for an isolated ion of composition C6H11N2 and charge +1 at a distorted geometry.

HOMO energy (alpha / beta)	-9.8 / -14.4	eV
HOMO-LUMO gap (alpha / beta)	6.72 / 6.02	eV
F_max	0.130	Eh/bohr
DFT total energy	-344.18032	Eh
charge	+1
2S+1	3
⟨S²⟩	2.0100

Atoms and positions in Å:
1 C 1.98352 -0.85603 0.77044
2 C 2.50400 -0.10078 -0.48960
3 C -1.21593 -0.17861 -1.09164
4 C -1.98374 -1.11053 -0.15966
5 C -0.34591 0.21826 0.08984
6 C -0.12956 1.67813 0.42555
7 N -0.97876 -0.83862 0.91505
8 N 1.13360 -0.24362 0.09136
9 H 2.31532 -1.06566 1.76912
10 H 2.81166 0.95813 -0.48857
11 H 2.57573 -0.68100 -1.43654
12 H -0.52326 -0.54464 -1.85014
13 H -1.76757 0.51395 -1.60195
14 H -2.89311 -0.62997 0.08864
15 H -1.99001 -2.26688 -0.43424
16 H 0.38227 1.71608 1.44018
17 H -1.07633 2.14312 0.38418
18 H 0.52575 2.12928 -0.32305
19 H -1.32768 -0.84060 1.90101